# 1
The following is a DFT calculation (ωB97M-V/def2-TZVPD) of a cluster of 8 separate species, C4H24NO10 in total.

**ΔE to the lowest compared entry with this formula, charge and spin**: 51.6 kcal/mol
**HOMO**: -13.264 eV
**Net charge**: +1
**Total energy**: -26495.210 eV
**Frontier orbital gap**: 0.387 hartree

Geometry as XYZ:
```
39
Properties=species:S:1:pos:R:3:forces:R:3
O -0.79211 -1.66836 -1.32392 0.5355 -0.0028 0.8793
C -0.61569 -0.99655 -0.34175 1.3661 0.9683 -2.1343
O -0.54156 -1.37467 0.91090 0.5215 -0.4153 1.9212
C -0.40974 0.56979 -0.52930 -1.6537 -0.3304 -2.3304
C 0.96169 1.11518 -1.02606 0.8632 -2.4766 -0.0673
C 2.15816 1.15946 -0.00426 -2.4311 1.9966 -1.1299
O 1.48474 0.08782 -1.84726 1.3745 -0.8464 -0.6442
N -0.84339 1.29097 0.66423 0.8096 -1.4242 3.1005
H 0.02806 -2.15258 1.15255 -0.3275 -0.0303 -1.2262
H -1.15800 0.69360 -1.42886 1.3523 0.3738 1.9527
H 0.87881 1.93948 -1.69512 -0.5888 1.2945 0.1255
H 1.91339 0.23425 0.53435 1.6210 0.6783 0.4089
H 2.29121 2.11927 0.49430 -0.9931 -0.2829 1.1523
H 2.98963 1.37357 -0.66541 0.6386 -1.6091 -0.2463
H 0.90200 -0.43339 -2.40091 -0.9291 0.5573 0.0013
H -1.52273 0.74571 1.23840 0.6059 -0.6369 -0.0845
H -1.42219 2.06709 0.48106 0.0694 2.0891 -0.8140
H -0.01472 1.47581 1.35283 -1.5949 -0.0197 -1.4212
H 1.95382 0.59175 3.51995 -0.1155 -0.4531 0.2269
H 2.33893 2.00816 3.23499 -0.0926 0.0562 -0.1827
O 1.82961 1.27594 2.86418 -0.0506 0.4284 0.1683
H 1.31536 -3.98030 1.61370 -0.6469 -0.5651 0.6867
H 2.15017 -3.57877 0.52737 -1.5333 0.1929 -0.5637
O 1.17394 -3.74560 0.69663 1.9254 0.4496 0.2628
H -1.70540 4.12478 0.92986 0.2331 0.8785 0.2524
H -0.82157 4.70221 -0.26846 0.2023 0.4758 0.4033
O -1.47174 4.06140 0.00573 -0.5428 -1.2170 -0.5096
H -0.57543 1.37149 -3.96069 0.1782 0.2380 -0.4713
H -0.13031 -0.06373 -4.38025 -0.0818 0.2596 -0.2659
O -0.60285 0.44873 -3.71793 -0.3006 -0.4213 0.4368
H 3.04402 -0.79264 -0.56680 -0.2867 -2.1199 0.8109
H 2.12330 -1.90730 -0.89808 -0.5427 -0.3787 -0.4653
O 2.75679 -1.70126 -0.21918 1.1756 1.8362 -0.3787
H -3.37410 -0.36275 -0.92575 -0.4292 -1.0359 -0.0063
H -3.09895 -1.41354 0.33086 -0.6563 -0.5516 -0.7784
O -2.98183 -0.55977 -0.07415 0.4332 1.7824 0.9490
H -2.01505 -1.15010 2.78663 0.2792 -0.7173 -0.2247
H -2.95817 -0.05443 3.22133 1.2324 -0.0609 -0.0392
O -2.00144 -0.23169 3.03000 -1.6201 1.0396 0.2454
```
Forces are in eV/Å.

=====

# 2
The following is a DFT calculation (ωB97M-V/def2-TZVPD) of an isolated molecule of C10H14N4OS.

**ΔE to the lowest compared entry with this formula, charge and spin**: 0.0 kcal/mol
**HOMO**: -8.518 eV
**Total energy**: -29441.144 eV
**Frontier orbital gap**: 0.334 hartree

Geometry as XYZ:
```
30
Properties=species:S:1:pos:R:3:forces:R:3
C 1.11557 -1.49677 -2.26094 -0.2516 -0.1990 -0.0084
C 0.24563 -2.55361 -1.58096 0.1411 0.0287 0.2478
C 1.12830 -3.66322 -1.01309 -0.2218 0.0848 -0.1918
C -0.60162 -1.94981 -0.45153 0.0000 -0.1646 -0.3692
C -1.71274 -1.04495 -0.96973 -0.0098 0.3558 0.6021
S -2.54231 -0.10272 0.36675 -0.1293 -0.3231 -0.3348
C -1.36761 1.10429 0.83217 -0.0747 0.1104 0.1907
N -1.71727 1.84319 1.83903 -0.4326 -0.2321 0.0712
C -0.80549 2.77669 2.18318 0.8146 -0.0462 -0.5990
N -0.90431 3.67357 3.17774 -0.1879 -0.3832 -0.2736
N 0.18723 4.45317 3.25182 0.4378 0.6696 0.3937
C 1.00345 4.06439 2.30252 -0.2103 -0.1529 -0.0074
C 0.44265 2.99462 1.57177 -0.6285 -0.0496 0.3589
C 0.82677 2.17268 0.46351 -0.1618 -0.0266 0.0984
O 1.83572 2.16784 -0.20245 0.2683 0.0906 -0.0969
N -0.19416 1.23606 0.16356 0.0329 -0.1086 -0.2048
H 0.51635 -0.75130 -2.77956 0.0019 0.1450 -0.0679
H 1.76036 -1.96576 -2.99996 0.0892 0.0185 -0.1028
H 1.75145 -0.99386 -1.53429 0.0989 0.0882 0.0955
H -0.42851 -2.98938 -2.32688 -0.0067 -0.0106 0.0034
H 1.72353 -4.11601 -1.80190 0.1103 -0.0809 -0.0456
H 0.52390 -4.44062 -0.55173 -0.0200 -0.1105 0.0815
H 1.80471 -3.26105 -0.26211 0.1081 0.0356 0.1119
H 0.05801 -1.40421 0.22745 0.0101 -0.0222 0.0540
H -1.05989 -2.75409 0.12719 0.0070 0.0354 0.0794
H -1.37568 -0.33707 -1.72648 -0.0426 -0.0599 -0.1095
H -2.51751 -1.63799 -1.40367 -0.0069 0.0663 -0.0698
H -1.66899 3.80000 3.82086 0.0911 -0.0155 -0.0746
H 1.95131 4.54150 2.15997 0.1965 0.1521 0.0253
H 0.02116 0.63442 -0.62227 -0.0234 0.1046 0.1421
```
Forces are in eV/Å.

=====

# 3
The following is a DFT calculation (ωB97M-V/def2-TZVPD) of a cluster of 4 separate species, C30H65N4O13S2 in total.

**HOMO**: -4.562 eV
**Net charge**: -1
**Total energy**: -86406.848 eV
**Frontier orbital gap**: 0.222 hartree

Geometry as XYZ:
```
114
Properties=species:S:1:pos:R:3:forces:R:3
C 3.77406 -3.35468 -0.00795 0.7632 -0.0894 0.0430
C 5.27672 -3.08431 -0.22969 -0.4665 0.0835 0.0564
S 5.95031 -3.56477 -1.83713 0.1510 0.2284 -0.0652
C 5.36577 -5.27887 -2.00614 0.1468 0.7223 -0.1802
C 6.31114 -6.35085 -2.51680 -0.3431 0.2692 -0.7675
C 5.41495 -7.59303 -2.85984 -0.4997 -0.1019 0.6933
C 4.11461 -7.81892 -2.07718 0.2098 -0.2872 -0.0068
C 4.25908 -8.06640 -0.58586 -0.9037 0.1782 0.3162
O 4.13232 -9.47086 -0.33508 0.2153 -0.0231 -0.0442
O 6.82739 -5.93168 -3.84715 0.1326 -0.3736 0.1322
S 7.88442 -7.05674 -4.28234 0.3685 -0.3393 -0.5956
O 7.26842 -8.05406 -5.10626 -0.3405 -0.0693 0.2419
O 9.02506 -6.43396 -4.85576 0.0247 0.3375 0.4044
O 8.12365 -7.67653 -2.85306 0.0880 0.4632 -0.5608
C 7.66544 -6.62697 -1.82126 0.4204 -2.2032 -0.4986
N 7.53024 -7.29526 -0.58771 -1.2754 2.1267 0.3701
C 7.78733 -6.79857 0.55889 0.8362 -0.5823 0.0384
C 9.17654 -6.70755 1.13485 0.0523 -0.0880 -0.5421
C 6.72445 -6.33054 1.52412 -0.1201 -0.9783 0.2147
C 8.92002 -5.62227 -1.88607 0.3905 0.0986 0.5028
O 9.95975 -6.20377 -1.57248 0.4168 -0.6602 0.4120
O 8.75501 -4.46476 -2.22254 -0.7448 1.0326 -0.3399
H 3.47942 -4.23070 -0.57966 -0.3051 -0.0143 0.0285
H 3.18934 -2.49222 -0.31649 -0.0258 -0.1588 -0.0805
H 3.61242 -3.57264 1.04936 -0.2280 0.0756 0.0503
H 5.88254 -3.48858 0.58074 0.0222 -0.2430 -0.0225
H 5.42911 -2.00590 -0.19875 0.1821 0.0512 -0.0494
H 4.92384 -5.55949 -1.05488 0.2138 -0.2993 0.0864
H 4.54388 -5.23948 -2.71900 -0.0645 -0.1141 -0.0418
H 5.95892 -8.53035 -2.83429 0.3305 0.0939 0.1051
H 5.12928 -7.44823 -3.89805 0.0171 0.0268 -0.0929
H 3.67365 -8.73508 -2.47562 -0.0261 -0.0371 -0.0708
H 3.36267 -7.05364 -2.26506 0.1219 0.2235 0.0308
H 3.42714 -7.56434 -0.07052 0.0158 0.0799 0.0436
H 5.17966 -7.66237 -0.17516 0.2657 -0.2349 -0.2336
H 4.24608 -9.61061 0.60851 0.0852 -0.0503 0.0071
H 9.85555 -7.21943 0.46214 0.0990 -0.0221 0.0659
H 9.20778 -7.11934 2.14374 -0.0288 0.1563 0.1685
H 9.47686 -5.65718 1.12789 0.0413 0.0604 0.2008
H 7.06249 -5.45897 2.07830 -0.0181 0.1885 -0.1035
H 6.60785 -7.13106 2.26532 -0.0574 0.0546 0.1195
H 5.75694 -6.19936 1.05332 0.0016 0.3154 -0.0615
C -2.32233 1.20684 -3.02520 0.0805 0.0608 0.0577
O -2.16229 1.44084 -1.63918 -0.0526 -0.0615 -0.1321
C -2.96375 0.60631 -0.81136 -0.0457 0.2045 0.2922
C -2.10662 -0.34998 -0.01218 0.1864 -0.0445 -0.1799
N -1.49706 -1.35406 -0.87021 -0.0071 0.0650 0.1054
C -0.48542 -2.17585 -0.20976 -0.0340 -0.0467 -0.2273
C 0.78403 -1.49173 0.28581 0.0276 -0.1573 0.1309
O 1.60959 -0.98651 -0.74842 -0.3008 0.1959 0.1395
C 1.28932 0.32395 -1.17806 0.2337 -0.0628 -0.1697
H -1.76219 1.97684 -3.55270 0.0153 0.0158 0.0298
H -1.92940 0.22868 -3.32089 -0.0871 -0.0266 -0.0361
H -3.37432 1.27508 -3.31915 -0.0049 -0.0381 -0.0258
H -3.71249 0.06902 -1.40011 0.0690 -0.0662 -0.0534
H -3.49437 1.26129 -0.11120 -0.0307 0.0014 -0.0270
H -2.73131 -0.84976 0.73441 0.0178 -0.0099 0.0211
H -1.35260 0.24840 0.51992 -0.1119 0.0483 0.1082
H -1.06873 -0.89044 -1.66070 0.0099 -0.0135 -0.0296
H -0.18399 -2.94429 -0.92521 0.0313 -0.0365 0.0466
H -0.95363 -2.69388 0.63339 -0.0158 0.0350 0.0256
H 1.37429 -2.25439 0.79689 0.0315 -0.0048 0.0039
H 0.58090 -0.71005 1.02870 -0.0620 0.0766 -0.0912
H 0.88575 0.93291 -0.36434 -0.0501 -0.0130 0.0058
H 0.58392 0.31280 -2.01448 -0.0878 0.0749 0.0696
H 2.20990 0.78601 -1.53453 0.0217 -0.0152 0.0277
C -2.88657 5.27849 5.39426 0.0172 -0.1077 -0.0052
O -3.28371 4.15293 4.63840 0.0581 0.1941 0.0275
C -4.10094 4.46436 3.51509 -0.2008 -0.2901 -0.0411
C -3.37700 4.17450 2.22080 0.3074 0.0605 0.0618
N -2.28674 5.11736 2.00262 -0.0949 -0.1081 -0.0323
C -1.41045 4.76453 0.88912 0.0477 0.2344 0.1224
C -0.60057 3.48004 1.00092 0.0826 -0.0629 -0.3308
O 0.39826 3.50436 2.00315 -0.1101 -0.0369 0.0836
C -0.02861 3.13469 3.29998 0.1994 0.0419 -0.0014
H -2.37655 4.91148 6.28334 0.0006 -0.0333 -0.0088
H -2.19555 5.92093 4.83733 -0.0575 0.0775 0.0146
H -3.75201 5.87096 5.70713 0.0164 0.0465 -0.0083
H -4.44524 5.50161 3.54631 0.0948 0.0464 -0.0075
H -4.98178 3.81750 3.57336 -0.0250 0.0372 0.0005
H -4.08443 4.25325 1.39300 0.0077 0.0305 -0.0296
H -3.01334 3.13744 2.26436 -0.1694 -0.0590 0.0073
H -1.73095 5.17496 2.84591 0.0134 0.0109 0.0149
H -0.70353 5.58865 0.76397 0.0143 -0.0151 -0.0551
H -2.01014 4.71823 -0.02571 -0.0249 -0.0545 0.0084
H -0.06764 3.35436 0.05500 -0.0062 -0.0296 0.0000
H -1.23961 2.59554 1.11156 -0.0166 0.0225 0.1093
H -0.83903 2.40130 3.26906 -0.0541 0.0353 -0.0030
H -0.34667 4.00340 3.88441 -0.1163 -0.0553 0.0243
H 0.82392 2.68846 3.81254 0.0119 -0.0140 -0.0289
C -6.20938 4.59653 -0.24668 -0.0294 0.0228 0.1179
O -6.04113 5.83838 0.41087 -0.0779 -0.2154 -0.2217
C -5.71952 6.90627 -0.47475 0.2246 0.2772 0.2509
C -6.85227 7.90560 -0.54609 -0.2033 -0.1728 -0.0038
N -8.00806 7.34422 -1.23413 0.0366 0.0941 0.1002
C -9.21506 8.15985 -1.15068 -0.0041 -0.2039 -0.1150
C -9.84372 8.36458 0.22344 -0.1404 0.2292 -0.0690
O -10.38339 7.18835 0.79407 0.1107 -0.0139 0.0497
C -9.47286 6.39136 1.52855 -0.1823 -0.0881 -0.0048
H -6.32263 3.82671 0.51587 -0.0008 0.0412 0.0484
H -7.10457 4.58778 -0.87793 0.0620 -0.0243 -0.0902
H -5.33492 4.35380 -0.85888 -0.0302 -0.0318 -0.0452
H -5.45971 6.53179 -1.46843 -0.1013 -0.0468 -0.0223
H -4.83790 7.40738 -0.06501 0.0225 -0.0289 -0.0190
H -6.51285 8.79317 -1.08767 -0.0161 0.0194 0.0024
H -7.09119 8.20535 0.48379 0.1284 0.0942 0.0073
H -8.20828 6.43258 -0.84439 0.0042 -0.0283 -0.0186
H -9.96666 7.68473 -1.78587 -0.0343 0.0511 -0.0053
H -9.00426 9.14060 -1.58877 0.0302 0.0191 0.0339
H -10.68947 9.04499 0.09202 -0.0117 -0.0133 0.0159
H -9.15955 8.85440 0.92691 0.0760 -0.1029 0.0072
H -8.69519 6.99392 2.00462 0.0472 0.0047 -0.0457
H -9.00697 5.62692 0.90016 0.1178 0.0403 0.0346
H -10.03846 5.87736 2.30594 -0.0229 0.0270 0.0035
```
Forces are in eV/Å.

=====

Look up the total energy of the first one.
-26495.210 eV

=====

frontier orbital gap of number 2 (C10H14N4OS)?
0.334 hartree

=====

Number 2 is which compound?
C10H14N4OS

=====

Which of these has the lowest HOMO?
C4H24NO10